A 11-piece molecular cluster, C31H75N9O11S2 overall at a distorted geometry, computed with the ωB97M-V functional and the def2-TZVPD basis.

Structure (XYZ):
```
128
Properties=species:S:1:pos:R:3:mulliken_charge:R:1
C 27.15 -1.54 -11.73 -0.33
C 28.39 -0.67 -11.58 0.90
O 29.04 -0.85 -10.54 -0.66
N 28.59 0.30 -12.46 -0.05
C 29.61 1.32 -12.30 -0.57
H 26.62 -1.41 -12.68 0.34
H 26.46 -1.25 -10.94 -0.44
H 27.39 -2.59 -11.63 0.44
H 27.74 0.46 -13.00 0.12
H 29.91 1.81 -13.22 0.36
H 30.46 0.89 -11.79 0.33
H 29.14 2.11 -11.71 -0.03
C 21.68 3.00 -4.98 -0.84
C 21.37 1.52 -5.10 0.55
O 21.87 0.85 -5.99 -0.70
N 20.59 1.00 -4.14 -0.22
C 20.39 -0.41 -3.83 -0.86
H 20.81 3.53 -5.36 0.40
H 22.54 3.29 -5.58 -0.06
H 21.96 3.22 -3.95 0.39
H 20.12 1.62 -3.50 0.24
H 19.33 -0.65 -3.79 0.30
H 20.83 -0.64 -2.86 0.32
H 20.89 -0.99 -4.61 0.31
C 24.28 1.51 -15.28 -1.24
C 25.38 1.71 -14.26 0.71
O 26.35 0.95 -14.29 -0.72
N 25.22 2.69 -13.36 -0.06
C 26.12 3.02 -12.27 -0.17
H 24.62 0.89 -16.11 0.34
H 23.94 2.45 -15.72 0.39
H 23.40 1.04 -14.85 0.26
H 24.46 3.31 -13.56 0.26
H 26.96 3.63 -12.64 0.47
H 26.58 2.13 -11.85 -0.42
H 25.60 3.58 -11.50 0.04
C 23.92 0.16 -10.88 -0.49
C 23.15 -0.09 -9.57 0.61
O 22.74 -1.21 -9.36 -0.74
N 22.93 0.95 -8.74 0.16
C 23.06 2.36 -8.99 -0.19
H 23.20 0.06 -11.70 0.48
H 24.64 -0.65 -10.95 0.03
H 24.42 1.11 -11.02 -0.10
H 22.47 0.72 -7.86 0.22
H 22.12 2.87 -9.20 0.45
H 23.74 2.58 -9.81 -0.15
H 23.49 2.86 -8.11 -0.20
C 26.70 0.63 -8.77 3.45
C 26.52 2.06 -8.35 -0.17
O 26.91 2.99 -9.07 -0.71
N 25.91 2.36 -7.18 1.82
C 25.22 1.38 -6.35 -0.67
H 25.72 0.27 -9.08 -0.36
H 27.16 -0.06 -8.06 -1.94
H 27.42 0.66 -9.58 -1.13
H 25.51 3.30 -7.17 -0.36
H 24.49 1.87 -5.70 -0.29
H 25.95 0.93 -5.68 0.31
H 24.64 0.66 -6.91 0.07
C 33.69 3.30 -8.94 -0.96
C 32.27 3.83 -9.13 0.55
O 32.07 5.01 -9.35 -0.66
N 31.32 2.88 -9.13 0.05
C 29.92 3.18 -9.33 -0.63
H 33.85 2.67 -8.06 0.16
H 34.36 4.15 -8.84 0.35
H 33.99 2.74 -9.83 0.26
H 31.50 2.01 -8.64 0.37
H 29.83 3.85 -10.19 0.53
H 29.41 3.62 -8.47 0.38
H 29.39 2.26 -9.57 -0.30
C 25.27 -0.01 0.43 -1.02
C 25.08 -0.61 -0.96 0.61
O 25.16 -1.81 -1.14 -0.61
N 24.66 0.26 -1.92 -0.08
C 24.29 -0.20 -3.25 0.19
H 26.24 -0.35 0.81 0.30
H 24.49 -0.35 1.11 0.26
H 25.35 1.07 0.47 0.32
H 24.58 1.23 -1.70 0.25
H 23.52 -0.97 -3.22 0.22
H 25.21 -0.53 -3.72 -0.19
H 23.83 0.57 -3.87 -0.33
C 32.85 0.50 -5.22 -1.07
C 31.67 0.70 -6.16 0.56
O 31.86 0.65 -7.37 -0.73
N 30.46 0.89 -5.62 -0.02
C 29.25 0.91 -6.43 -0.37
H 33.63 1.20 -5.49 0.28
H 33.15 -0.54 -5.27 0.28
H 32.59 0.77 -4.19 0.34
H 30.41 0.84 -4.62 0.30
H 29.29 1.79 -7.07 0.04
H 28.35 1.03 -5.83 0.13
H 29.13 -0.02 -6.99 0.05
C 26.71 -2.41 -8.14 -0.29
C 26.83 -1.92 -6.71 0.28
O 26.57 -0.76 -6.42 -0.31
N 27.36 -2.80 -5.82 -0.14
C 27.73 -2.51 -4.47 -0.71
H 25.69 -2.32 -8.51 0.14
H 26.99 -3.46 -8.20 0.52
H 27.32 -1.87 -8.85 -0.28
H 27.34 -3.77 -6.10 0.26
H 28.05 -3.41 -3.95 0.38
H 26.92 -2.04 -3.90 0.13
H 28.54 -1.78 -4.41 0.16
C 27.47 6.12 -10.33 -0.27
S 26.53 7.58 -9.76 0.46
O 26.01 8.32 -10.95 -0.65
C 25.11 6.62 -9.17 -0.75
H 27.62 5.43 -9.51 -0.13
H 28.42 6.49 -10.71 0.48
H 26.88 5.68 -11.13 0.02
H 24.60 6.05 -9.94 0.26
H 24.38 7.37 -8.84 0.43
H 25.35 6.00 -8.31 0.06
C 27.05 5.05 -5.61 -0.36
S 25.27 5.49 -5.40 0.25
O 24.46 4.57 -6.27 -0.50
C 25.14 4.90 -3.67 -0.86
H 27.74 5.77 -5.17 0.53
H 27.25 4.99 -6.68 -0.21
H 27.24 4.09 -5.13 0.16
H 25.77 5.54 -3.06 0.46
H 25.42 3.86 -3.52 0.13
H 24.10 5.11 -3.42 0.35
```

Calculated values
Orbital gap (eV): 8.471
Spin multiplicity: 1
Calculated total energy (Eh): -3343.073065
Net charge: 0
Maximum force (eV Å⁻¹): 2.22